# 1
# C36H39N2O2

A 2-piece molecular cluster, C36H39N2O2 overall in a non-equilibrium geometry (ωB97M-V/def2-TZVPD, the OMol25 dataset).

- energy above the lowest of the compared OMol25 structures with the same formula, charge and spin (eV) = 0.000
- LUMO (hartree) = -0.1955
- charge = +1

```
79
C36H39N2O2 | the OMol25 dataset | ωB97M-V/def2-TZVPD
C 4.625 -3.388 -2.812
O 4.300 -1.980 -2.762
C 2.989 -1.633 -2.825
C 2.675 -0.267 -2.595
C 1.363 0.129 -2.564
C 0.284 -0.795 -2.770
C -1.038 -0.297 -2.683
C -2.258 -1.018 -2.679
C -3.474 -0.295 -2.902
C -4.698 -0.937 -2.946
C -4.779 -2.329 -2.779
C -6.104 -3.013 -2.858
C -3.610 -3.053 -2.508
C -2.379 -2.419 -2.425
C 0.639 -2.137 -3.107
C 1.953 -2.562 -3.093
H 5.712 -3.404 -2.728
H 4.164 -3.929 -1.973
H 4.307 -3.843 -3.762
H 3.496 0.434 -2.443
H 1.117 1.180 -2.404
H -1.129 0.789 -2.670
H -3.415 0.787 -3.040
H -5.618 -0.370 -3.113
H -5.976 -4.097 -2.897
H -6.731 -2.782 -1.988
H -6.664 -2.694 -3.743
H -3.685 -4.132 -2.355
H -1.506 -3.003 -2.140
H -0.115 -2.860 -3.409
H 2.198 -3.612 -3.287
C 3.481 -2.474 3.183
N 2.877 -1.280 2.641
C 3.652 -0.283 2.118
O 4.881 -0.259 2.090
C 2.707 0.809 1.641
C 3.170 2.179 2.148
C 2.243 3.301 1.765
C 2.249 3.796 0.457
C 1.343 4.796 0.094
C 0.438 5.294 1.039
C 0.443 4.805 2.351
C 1.354 3.817 2.713
N 1.411 0.368 2.157
C 0.273 0.941 1.614
C -0.977 0.953 2.158
C -2.155 1.541 1.534
C -3.415 1.470 2.184
C -4.571 1.962 1.585
C -4.508 2.564 0.320
C -3.269 2.679 -0.322
C -2.105 2.188 0.274
C 1.448 -1.074 2.494
C 0.878 -1.916 1.343
C 0.730 -1.389 3.808
H 4.554 -2.433 2.975
H 3.333 -2.526 4.272
H 3.050 -3.376 2.731
H 2.707 0.810 0.526
H 3.278 2.134 3.244
H 4.166 2.325 1.703
H 2.967 3.389 -0.261
H 1.351 5.182 -0.928
H -0.274 6.070 0.756
H -0.254 5.190 3.099
H 1.376 3.409 3.727
H 0.479 1.490 0.691
H -1.109 0.560 3.171
H -3.458 1.003 3.169
H -5.529 1.876 2.100
H -5.414 2.943 -0.156
H -3.207 3.154 -1.302
H -1.148 2.302 -0.237
H 1.377 -1.642 0.401
H 1.044 -2.981 1.548
H -0.198 -1.727 1.244
H 1.135 -0.760 4.612
H -0.344 -1.213 3.713
H 0.896 -2.443 4.071
```

# 2
# C36H39N5NaP2S2

C36H39N5NaP2S2 as an isolated structure in a non-equilibrium geometry (ωB97M-V/def2-TZVPD, the OMol25 dataset).

- energy above the lowest of the compared OMol25 structures with the same formula, charge and spin (eV) = 0.810
- LUMO (hartree) = -0.0975
- charge = +1

```
85
C36H39N5NaP2S2 | the OMol25 dataset | ωB97M-V/def2-TZVPD
Na -2.946 1.297 0.618
C -3.398 1.861 -3.965
C -3.405 1.448 -2.546
N -3.132 2.181 -1.587
N -2.777 3.460 -1.921
C -2.617 4.364 -0.959
N -1.962 5.485 -1.304
S -3.096 4.106 0.632
C -3.591 -0.004 -2.197
C -3.435 -1.101 -3.100
C -3.573 -2.398 -2.593
C -3.803 -2.615 -1.241
C -3.961 -1.514 -0.469
N -3.892 -0.271 -0.943
H -3.875 2.869 -4.030
H -3.951 1.150 -4.552
H -2.328 1.893 -4.274
H -2.380 3.598 -2.818
H -1.418 5.518 -2.172
H -1.717 6.184 -0.602
H -3.205 -0.865 -4.139
H -3.309 -3.257 -3.213
H -3.946 -3.602 -0.791
H -4.340 -1.650 0.565
C 4.507 -2.794 2.087
S 4.527 -2.902 0.335
C 4.020 -1.350 -0.455
C 2.457 -1.186 -0.609
C 1.853 -0.903 0.744
N 0.453 -0.471 0.691
P 0.054 1.115 0.262
C 1.285 2.278 0.968
C 0.715 3.225 1.765
C 1.409 4.360 2.150
C 2.685 4.593 1.683
C 3.300 3.585 0.886
C 2.606 2.388 0.631
C 0.423 1.301 -1.511
C 0.627 2.571 -2.000
C 0.847 2.807 -3.329
C 0.720 1.822 -4.296
C 0.504 0.531 -3.863
C 0.332 0.254 -2.442
P -0.747 -1.233 1.623
C -0.928 -2.892 1.052
C -0.826 -3.146 -0.274
C -1.007 -4.391 -0.858
C -1.397 -5.438 0.001
C -1.525 -5.186 1.359
C -1.366 -3.919 1.912
C 0.183 -1.260 3.298
C -0.058 -0.147 4.143
C 0.670 -0.047 5.307
C 1.606 -1.019 5.587
C 1.878 -2.159 4.757
C 1.154 -2.266 3.642
H 4.828 -3.829 2.320
H 3.491 -2.721 2.562
H 5.145 -1.987 2.496
H 4.494 -1.478 -1.397
H 4.558 -0.531 0.061
H 2.094 -2.116 -1.066
H 2.238 -0.348 -1.301
H 2.455 -0.071 1.207
H 1.833 -1.836 1.333
H -0.348 3.169 1.899
H 0.958 5.155 2.664
H 3.226 5.518 1.887
H 4.275 3.639 0.453
H 3.103 1.748 -0.107
H 0.685 3.403 -1.316
H 0.949 3.822 -3.576
H 0.976 1.994 -5.339
H 0.542 -0.358 -4.491
H 0.264 -0.819 -2.171
H -0.637 -2.270 -0.907
H -0.753 -4.495 -1.934
H -1.512 -6.462 -0.370
H -1.813 -5.990 2.021
H -1.570 -3.779 2.902
H -0.842 0.556 3.924
H 0.550 0.761 6.036
H 2.116 -0.890 6.548
H 2.565 -2.943 5.009
H 1.226 -3.103 3.013
```

# 3
# C36H39N9NaO5S2

C36H39N9NaO5S2 as an isolated structure in a non-equilibrium geometry (ωB97M-V/def2-TZVPD, the OMol25 dataset).

- energy above the lowest of the compared OMol25 structures with the same formula, charge and spin (eV) = 2.213
- LUMO (hartree) = 0.0730
- charge = -1

```
92
C36H39N9NaO5S2 | the OMol25 dataset | ωB97M-V/def2-TZVPD
Na -0.128 0.938 0.533
N 0.216 2.721 5.109
C 0.582 2.445 3.799
S -0.141 3.401 2.550
N 1.537 1.549 3.716
N 1.706 0.792 2.603
C 2.938 0.641 2.286
C 3.419 -0.301 1.250
C 4.728 -0.126 0.793
C 5.255 -0.996 -0.139
C 4.472 -2.044 -0.598
C 3.186 -2.141 -0.099
N 2.651 -1.302 0.795
H -0.112 3.664 5.243
H 0.883 2.389 5.790
H 3.695 1.227 2.800
H 5.308 0.709 1.169
H 6.262 -0.853 -0.513
H 4.833 -2.749 -1.334
H 2.535 -2.942 -0.440
O 0.201 -0.612 -0.853
C -0.240 -0.731 -2.203
C -1.015 0.582 -2.543
O -1.615 0.556 -3.631
O -0.903 1.504 -1.694
C 0.952 -0.786 -3.156
C 0.816 -1.333 -4.431
C 1.883 -1.333 -5.319
C 3.106 -0.782 -4.946
C 3.242 -0.225 -3.682
C 2.170 -0.223 -2.791
C -1.122 -1.977 -2.258
C -0.521 -3.231 -2.156
C -1.279 -4.390 -2.039
C -2.668 -4.308 -2.034
C -3.276 -3.064 -2.152
C -2.511 -1.907 -2.261
H 0.836 -1.302 -0.623
H -0.141 -1.744 -4.729
H 1.758 -1.763 -6.308
H 3.940 -0.780 -5.641
H 4.186 0.214 -3.377
H 2.278 0.240 -1.818
H 0.564 -3.300 -2.173
H -0.789 -5.353 -1.961
H -3.269 -5.205 -1.948
H -4.358 -2.988 -2.154
H -2.990 -0.942 -2.359
C 3.139 4.254 -2.847
N 2.569 4.904 -1.690
C 2.049 6.261 -1.803
C 1.376 6.473 -0.444
N 1.127 5.101 -0.044
C 1.930 4.224 -0.691
S 2.051 2.642 -0.231
H 4.022 4.799 -3.186
H 2.413 4.202 -3.666
H 3.421 3.241 -2.572
H 1.334 6.335 -2.630
H 2.854 6.974 -1.979
H 0.454 7.044 -0.522
H 2.046 6.983 0.252
H 0.796 4.825 0.876
N -5.963 -0.396 3.691
C -5.308 0.246 2.996
C -4.477 1.040 2.108
C -5.008 2.070 1.343
C -4.165 2.750 0.488
C -2.833 2.366 0.411
N -2.317 1.382 1.158
C -3.126 0.744 1.994
H -6.057 2.325 1.426
H -4.530 3.562 -0.126
H -2.151 2.839 -0.290
H -2.679 -0.020 2.620
O -2.329 -2.060 0.832
C -1.314 -2.119 1.697
O -0.545 -1.207 1.868
C -1.208 -3.413 2.485
N -2.247 -4.369 2.060
C -3.137 -4.673 3.200
C -2.983 -3.451 4.094
C -1.490 -3.146 3.972
H -0.196 -3.781 2.323
H -1.868 -5.191 1.617
H -2.736 -2.954 0.865
H -2.813 -5.570 3.737
H -4.160 -4.831 2.862
H -3.297 -3.650 5.118
H -3.585 -2.621 3.714
H -0.919 -3.843 4.588
H -1.205 -2.133 4.252
```

# 4
# C36H40As2NOPd

C36H40As2NOPd as an isolated structure in a non-equilibrium geometry (ωB97M-V/def2-TZVPD, the OMol25 dataset).

- energy above the lowest of the compared OMol25 structures with the same formula, charge and spin (eV) = 0.000
- LUMO (hartree) = 0.1022
- charge = -1

```
81
C36H40As2NOPd | the OMol25 dataset | ωB97M-V/def2-TZVPD
Pd -1.269 -0.052 0.293
C -2.209 -2.428 2.574
N -2.807 -1.145 2.311
C -4.239 -1.272 2.072
C -2.524 -0.202 3.373
C -1.281 0.674 3.239
C -0.713 1.137 4.437
C 0.260 2.100 4.479
C 0.705 2.634 3.265
C 0.193 2.129 2.071
C -0.815 1.136 2.004
H -2.695 -2.908 3.448
H -1.143 -2.291 2.795
H -2.313 -3.060 1.680
H -4.766 -1.621 2.987
H -4.410 -2.009 1.284
H -4.676 -0.324 1.757
H -2.477 -0.732 4.348
H -3.379 0.485 3.447
H -1.064 0.742 5.383
H 0.641 2.469 5.424
H 1.472 3.411 3.267
H 0.575 2.559 1.135
C 0.522 -1.936 -1.725
C -0.403 -0.788 -2.086
As 0.290 1.030 -1.588
C 1.294 1.236 -3.324
C 2.660 1.433 -3.265
C 3.429 1.568 -4.415
C 2.832 1.523 -5.649
C 1.455 1.307 -5.723
C 0.695 1.174 -4.574
C -1.210 2.126 -2.237
C -2.529 1.716 -2.040
C -3.595 2.549 -2.375
C -3.341 3.839 -2.811
C -2.042 4.271 -2.998
C -0.990 3.404 -2.752
As 0.613 -1.985 0.258
C 1.554 -3.746 0.424
C 2.712 -3.867 1.167
C 3.257 -5.103 1.454
C 2.668 -6.251 0.971
C 1.482 -6.156 0.255
C 0.957 -4.916 -0.039
C 2.186 -0.904 0.641
C 2.248 -0.279 1.879
C 3.318 0.529 2.213
C 4.338 0.736 1.293
C 4.299 0.100 0.064
C 3.232 -0.719 -0.255
H 1.492 -1.802 -2.218
H 0.106 -2.913 -2.007
H -1.391 -0.979 -1.558
H -0.585 -0.782 -3.179
H 3.146 1.436 -2.291
H 4.489 1.692 -4.330
H 3.413 1.657 -6.557
H 0.980 1.258 -6.709
H -0.370 1.005 -4.646
H -2.747 0.747 -1.614
H -4.604 2.189 -2.231
H -4.158 4.515 -3.024
H -1.804 5.281 -3.313
H 0.029 3.757 -2.879
H 3.194 -2.986 1.544
H 4.161 -5.188 2.035
H 3.090 -7.231 1.206
H 0.946 -7.044 -0.053
H 0.030 -4.853 -0.616
H 1.433 -0.393 2.582
H 3.301 1.068 3.150
H 5.146 1.414 1.531
H 5.066 0.308 -0.670
H 3.219 -1.194 -1.231
C -3.770 2.566 1.314
O -2.670 3.321 0.906
H -4.661 3.202 1.140
H -3.704 2.258 2.367
H -3.863 1.657 0.675
H -1.908 2.713 0.835
```

# 5
# C36H40AsBrCrF5N2OPSTe

C36H40AsBrCrF5N2OPSTe as an isolated structure in a non-equilibrium geometry (ωB97M-V/def2-TZVPD, the OMol25 dataset).

- LUMO (alpha / beta) (hartree) = 0.1515 / 0.1477
- 2S+1 = 5
- charge = -2

```
90
C36H40AsBrCrF5N2OPSTe | the OMol25 dataset | ωB97M-V/def2-TZVPD
Cr 0.124 0.298 0.263
C 2.070 5.030 -2.107
C 1.920 3.599 -1.685
C 2.789 2.613 -2.133
C 2.599 1.281 -1.758
C 1.518 0.992 -0.940
Br 2.897 -1.776 -0.171
N 0.722 1.951 -0.523
C 0.870 3.219 -0.845
H 3.115 5.266 -2.308
H 1.698 5.700 -1.335
H 1.497 5.214 -3.017
H 3.623 2.872 -2.777
H 3.266 0.504 -2.101
H 0.168 3.934 -0.443
S 0.681 -3.395 -0.390
C 0.750 -3.425 -2.108
C 1.506 -4.383 -2.785
C 1.536 -4.389 -4.162
C 0.821 -3.436 -4.872
C 0.079 -2.475 -4.201
C 0.020 -2.452 -2.815
As -0.922 -1.071 -1.714
C -2.648 -1.968 -1.542
C -3.813 -1.205 -1.463
C -5.039 -1.818 -1.290
C -5.122 -3.198 -1.179
C -3.970 -3.961 -1.243
C -2.739 -3.348 -1.416
C -1.339 0.036 -3.297
C -2.470 -0.104 -4.093
C -2.665 0.707 -5.198
C -1.738 1.680 -5.526
C -0.600 1.823 -4.751
C -0.403 0.999 -3.659
H 2.064 -5.104 -2.206
H 2.122 -5.132 -4.690
H 0.844 -3.437 -5.953
H -0.464 -1.726 -4.766
H -3.766 -0.122 -1.528
H -5.929 -1.211 -1.215
H -6.083 -3.668 -1.022
H -4.022 -5.037 -1.136
H -1.832 -3.943 -1.423
H -3.211 -0.855 -3.846
H -3.553 0.579 -5.807
H -1.900 2.323 -6.382
H 0.134 2.582 -4.990
H 0.492 1.103 -3.059
C 1.072 -3.345 3.941
C 0.794 -2.432 2.752
P 0.524 -0.608 3.061
C -0.933 -0.553 4.235
C -1.248 0.767 4.917
C 1.910 -0.511 4.401
C 2.503 0.808 4.887
H 0.980 -4.379 3.607
H 0.348 -3.192 4.739
H 2.074 -3.216 4.342
H -0.103 -2.807 2.254
H 1.618 -2.510 2.040
H -0.678 -1.299 4.993
H -1.808 -0.914 3.698
H -0.359 1.212 5.364
H -1.985 0.600 5.705
H -1.684 1.461 4.207
H 2.734 -1.078 3.954
H 1.563 -1.066 5.277
H 3.001 1.337 4.080
H 3.250 0.611 5.662
H 1.748 1.474 5.303
F -4.101 1.447 0.814
Te -2.548 -0.030 0.990
F -1.590 1.622 1.639
F -3.293 0.276 2.805
F -1.851 1.234 -0.904
F -3.177 -1.956 1.786
O -0.762 -0.799 1.526
N 1.222 0.440 2.009
C 1.720 1.713 2.155
C 2.937 2.036 1.527
C 3.389 3.338 1.494
C 2.673 4.351 2.114
C 1.493 4.038 2.772
C 1.021 2.745 2.798
H 3.494 1.238 1.055
H 4.311 3.571 0.976
H 3.029 5.373 2.086
H 0.929 4.821 3.264
H 0.083 2.518 3.281
```

no.,calculated total energy (Eh)
1,-1654.956948
2,-3310.206897
3,-3223.092436
4,-6125.159200
5,-8941.801735